Record 1
This record from OMol25 describes the molecule C4H9N2OP in a non-equilibrium geometry. The level of theory is wB97M-V/def2-TZVPD.

CARTESIAN COORDINATES (ANGSTROEM)
C -1.90556 -0.28067 0.73031
N 1.84206 -0.77884 0.99721
C 1.81007 -0.41242 -0.37458
H 0.93167 -0.76843 -0.90281
H 1.75913 1.38285 -1.86243
H -1.93188 -0.47236 -1.36981
H 2.78645 -0.99845 1.47200
P 0.44270 -0.69979 1.84214
C 1.72927 1.16984 -0.72536
H -2.52033 -1.17196 0.95667
O -0.62271 -0.91120 0.60087
H -3.19826 0.64802 -0.69251
N 1.56062 2.08128 0.01176
C -2.12939 0.39175 -0.62662
H -1.76664 0.33802 1.65630
H 2.77418 -0.78035 -0.93018
H -1.56138 1.26270 -0.78297

Computed properties:
- LUMO (spin up / spin down) (eV) = 0.95 / -0.62
- 2S+1 = 3
- expectation value of S² = 2.012
- ΔE to the lowest compared entry with this formula, charge and spin (eV) = 0.000
- energy (eV) = -18606.7936
- frontier orbital gap (spin up / spin down) (Ha) = 0.2653 / 0.3356

Atomic partial charges in e from the Löwdin method, atoms 1 to 2: C -0.334; N -0.342

Record 2
This record from OMol25 describes a structure of composition C4H9N2OS in a non-equilibrium geometry. The level of theory is wB97M-V/def2-TZVPD.

CARTESIAN COORDINATES (ANGSTROEM)
H 2.97885 0.27725 0.04736
H -1.95368 -0.28456 -1.53527
N -0.26304 1.37567 0.18300
H -1.89337 -1.57865 1.00077
C -1.45145 -0.80156 0.39284
H 2.30227 1.97098 -0.30107
S -1.86531 0.78532 0.72451
H 1.05436 0.86029 1.84626
H -2.44691 -1.71079 -1.49587
H 1.75581 0.37988 -1.14100
C 2.02686 0.83032 -0.16138
O 0.85738 -1.79135 1.09279
H 0.01371 2.30842 0.24011
N -1.64524 -1.15427 -1.12336
C 0.80891 0.70587 0.79547
H -0.70378 -1.45347 -1.48948
C 0.42464 -0.71936 0.92431

Computed properties:
- LUMO (eV) = -3.67
- charge = +1
- ΔE to the lowest compared entry with this formula, charge and spin (eV) = 3.806
- energy (eV) = -20147.3944
- frontier orbital gap (Ha) = 0.3443

Atomic partial charges in e from the Löwdin method, atoms 1 to 2: H 0.103; H 0.114

Record 3
This record from OMol25 describes a cluster of 2 separate species, C4H9N2OS in total in a non-equilibrium geometry. The level of theory is wB97M-V/def2-TZVPD.

CARTESIAN COORDINATES (ANGSTROEM)
C 3.67437 -0.47469 0.84196
N -1.18460 1.45811 -1.20863
C -1.77613 0.54726 -0.42180
C 2.91319 -1.62673 0.88166
H 4.06632 -0.35382 1.91825
H -0.22998 1.70215 -1.00270
H 4.70079 -0.47381 0.36408
C -3.20376 0.12657 -0.75823
H -3.89380 0.56343 -0.10565
O 2.37786 -2.62060 0.84102
N -1.03837 -0.02068 0.49322
H -3.37912 0.34655 -1.87421
H -1.65682 1.74512 -2.10590
H -1.50909 -0.71825 1.06793
H -3.41831 -0.87392 -0.50978
H 3.01965 0.34417 0.59517
S 0.53779 0.32914 0.98360

Computed properties:
- LUMO (eV) = -4.50
- charge = +1
- ΔE to the lowest compared entry with this formula, charge and spin (eV) = 2.708
- energy (eV) = -20148.4923
- frontier orbital gap (Ha) = 0.2447

Atomic partial charges in e from the Löwdin method, atoms 1 to 2: C -0.006; N 0.152

Record 4
This record from OMol25 describes a cluster of 2 separate species, C4H9N2P in total in a non-equilibrium geometry. The level of theory is wB97M-V/def2-TZVPD.

CARTESIAN COORDINATES (ANGSTROEM)
H -1.92470 -2.71461 0.91481
C -1.18182 -1.93395 0.96507
H 1.00790 -1.81926 1.80050
H -1.53828 -0.83716 1.00274
C 1.24503 2.01911 -0.39122
H 0.41414 1.12257 -2.19206
N -0.14066 -2.26385 0.05087
H -0.30579 2.87958 -1.75662
H 1.37699 3.02372 0.16165
N -0.00071 1.34031 -0.16212
C 0.11903 -2.37402 1.48335
H -0.41786 -0.94321 -1.71699
H 2.18328 1.49669 -0.58157
H 0.02121 -3.49107 1.64951
C 0.27454 1.94849 -1.50903
P 0.69420 -1.33648 -0.99019

Computed properties:
- LUMO (spin up / spin down) (eV) = -0.05 / -0.28
- ΔE to the lowest compared entry with this formula, charge and spin (eV) = 5.943
- energy (eV) = -16556.9434
- frontier orbital gap (spin up / spin down) (Ha) = 0.3387 / 0.2481

Atomic partial charges in e from the Löwdin method, atoms 1 to 2: H 0.097; C -0.207

Number 1 is which compound?
C4H9N2OP